C4H13NO | wB97M-V/def2-TZVPD

Summary:
**Kohn-Sham gap**: 0.36970 hartree
**Highest occupied orbital energy**: -9.4 eV
**Structure (SMILES)**: CC(C)CN.O
**ΔE to the lowest compared entry with this formula, charge and spin**: 0.4260 eV
**Net charge**: 0
**Multiplicity**: 1

Bonds (Å) are listed after each position.
CARTESIAN COORDINATES (ANGSTROEM)
1 C -0.43039 0.37858 -0.20408  C2 1.515, N5 1.474, H6 1.094, H7 1.086
2 C 0.09390 -0.72665 -1.09726  C1 1.515, C3 1.527, C4 1.524, H8 1.087
3 C 0.04723 -2.10553 -0.44360  C2 1.527, H9 1.104, H10 1.096, H11 1.087
4 C 1.51451 -0.43909 -1.56901  C2 1.524, H12 1.091, H13 1.096, H14 1.095
5 N -1.72832 0.90013 -0.66934  C1 1.474, H15 1.018, H16 1.015
6 H -0.43889 0.09724 0.85292  C1 1.094
7 H 0.24196 1.23124 -0.17891  C1 1.086
8 H -0.50216 -0.78724 -2.00432  C2 1.087
9 H 0.85903 -2.23242 0.29369  C3 1.104
10 H -0.91848 -2.27929 0.04564  C3 1.096
11 H 0.22885 -2.85245 -1.21163  C3 1.087
12 H 1.50444 0.45883 -2.18826  C4 1.091
13 H 1.87237 -1.29664 -2.14950  C4 1.096
14 H 2.17075 -0.26556 -0.70939  C4 1.095
15 H -2.44735 0.20388 -0.48483  N5 1.018
16 H -2.00800 1.66368 -0.06204  N5 1.015
17 H 0.02891 2.27929 2.59888  O19 0.972
18 H 1.01307 2.05501 3.78428  O19 0.959
19 O 0.37529 1.61571 3.21827  H17 0.972, H18 0.959

Mulliken atomic charge list, values in e, 2 entries: -0.70 0.81